Computed, not measured: a cluster of 13 separate species, C4H34N2O13 in total, with ωB97M-V/def2-TZVPD.

Last column: natural (NBO) charge in e.
Geometry (Å):
H  0.432  -1.045  0.376  0.355
H  -1.966  0.715  0.793  0.440
H  -0.935  5.097  -1.708  0.216
H  1.201  -1.330  -3.582  0.485
O  3.992  -2.360  -0.355  -0.991
H  2.399  -2.998  -1.902  0.507
C  -1.252  2.701  0.500  0.691
H  1.781  -3.871  -3.035  0.466
O  -4.299  2.190  1.938  -0.966
H  -0.382  -3.640  2.028  0.479
H  -2.364  -4.176  0.209  0.479
H  -1.108  -1.146  0.517  0.379
H  -2.693  -2.658  0.032  0.463
H  3.200  0.573  -2.766  0.479
H  -0.693  3.558  -2.491  0.213
H  2.702  0.648  1.358  0.493
H  3.480  -1.551  -0.205  0.494
H  0.131  4.274  0.195  0.239
O  -0.055  -3.383  1.167  -0.964
O  -3.247  -0.214  1.990  -0.993
O  -1.885  3.271  1.415  -0.701
O  -3.100  -3.541  -0.216  -0.937
H  -0.039  0.794  3.862  0.454
H  -2.195  -1.148  -2.039  0.490
H  -0.629  0.463  -1.581  0.164
O  0.900  -0.546  -3.299  -0.970
H  0.626  2.888  -0.796  0.215
O  3.673  -1.718  3.160  -0.923
H  -2.219  3.978  -1.775  0.222
C  -0.412  0.653  -0.456  -0.062
H  -3.767  2.919  1.526  0.516
O  1.936  -3.048  -2.785  -0.970
H  3.209  -1.558  2.338  0.461
N  -1.471  1.431  0.204  -0.643
C  -1.116  4.076  -1.642  -0.606
H  -1.386  -2.352  -1.543  0.496
H  1.762  0.771  -2.407  0.504
H  -4.005  2.211  2.821  0.466
H  -3.858  0.501  1.730  0.513
H  -3.134  -0.152  2.977  0.475
O  -1.240  -1.420  -1.882  -0.969
H  0.531  1.301  -0.735  0.206
H  3.032  -1.557  3.784  0.462
O  2.683  1.117  -2.221  -0.987
O  0.473  0.371  3.300  -0.927
H  0.876  -2.926  1.362  0.487
H  0.287  -0.882  -2.651  0.492
H  -0.101  0.274  2.617  0.469
N  -0.290  -0.568  0.269  -0.860
C  -0.322  3.476  -0.406  -0.491
O  3.062  0.455  0.445  -1.030
H  2.782  1.096  -0.295  0.525
H  5.016  -2.012  -0.140  0.494

Its lowest unoccupied orbital energy is -0.206 eV. As for the total charge: 0. Its energy relative to the best compared isomer or geometry (same formula, charge and spin) is 156.5 kcal per mole. For the frontier orbital gap, the calculation gives 9.05 eV. The value obtained for the highest occupied orbital energy is -9.26 eV. The total energy comes out at -1260.2886 Eh.

---

Computed, not measured: a cluster of 14 separate species, C4H34NO15 in total, with ωB97M-V/def2-TZVPD.

Last column: natural (NBO) charge in e.
Geometry (Å):
O  -2.835  -0.153  2.724  -1.016
O  2.488  -0.250  0.383  -1.188
O  2.321  1.670  1.906  -1.051
H  0.860  3.368  1.566  0.489
H  -0.359  -0.049  -0.057  0.219
N  -2.369  -1.989  -0.097  -0.844
H  -2.444  0.746  2.764  0.508
O  0.719  -1.816  1.546  -1.043
H  3.339  -0.677  0.460  0.466
H  1.786  1.045  -0.756  0.496
H  -0.987  2.622  2.198  0.510
H  -1.403  -1.140  3.723  0.512
C  0.125  1.242  -1.717  -0.082
H  0.605  -1.804  -3.945  0.486
H  -0.556  0.461  -4.359  0.490
H  -0.139  -0.627  4.586  0.489
H  3.101  1.986  1.450  0.466
C  -1.938  -0.085  -1.600  -0.518
C  -2.832  -0.845  -0.682  0.690
H  0.599  0.702  -2.518  0.195
O  -1.706  2.300  2.806  -1.001
O  0.019  3.281  1.102  -0.987
H  0.310  2.670  0.371  0.514
H  -3.483  -0.093  2.022  0.483
H  1.246  -0.994  1.237  0.507
H  1.842  2.700  4.535  0.449
H  2.249  0.761  1.310  0.509
H  -2.856  -2.505  0.605  0.399
O  1.118  -1.166  -4.467  -0.980
H  1.985  -2.155  -1.048  0.473
H  2.535  -0.170  -1.253  0.492
H  -1.430  2.652  3.657  0.469
H  -1.350  -2.032  0.060  0.402
O  -4.007  -0.535  -0.519  -0.651
H  -1.346  1.473  -0.189  0.219
H  -0.409  2.178  -2.118  0.179
O  1.688  1.765  4.407  -1.008
O  -1.514  0.528  -4.479  -0.955
H  -2.560  0.587  -2.171  0.243
O  1.187  1.833  -0.848  -0.780
C  -0.855  0.648  -0.769  -0.432
H  -1.349  -3.393  -1.665  0.470
H  -1.663  1.111  -5.231  0.465
H  -1.481  -0.703  -2.366  0.251
H  0.536  -1.445  2.432  0.514
H  3.207  -1.077  -2.330  0.471
O  1.556  -2.931  -0.701  -0.975
O  -0.561  -1.374  4.116  -0.994
O  -0.605  -3.177  -2.237  -1.012
H  0.130  -2.984  -1.558  0.490
H  1.617  -0.797  -3.724  0.485
H  2.000  1.597  3.466  0.507
O  2.635  -0.320  -2.224  -1.006
H  1.236  -2.636  0.194  0.517

Its lowest unoccupied orbital energy is 2.626 eV. As for the total charge: -1. Its energy relative to the best compared isomer or geometry (same formula, charge and spin) is 53.5 kcal per mole. For the frontier orbital gap, the calculation gives 9.55 eV. The value obtained for the highest occupied orbital energy is -6.93 eV. The total energy comes out at -1356.2919 Eh.

---

Which value of total charge does entry 1 give? 0